Arrangement one

Entry from the Open Molecules 2025 dataset: a single C4H8NOP molecule (ωB97M-V with the def2-TZVPD basis set).

Values from the calculation:
SMILES: [H]/P=N/[C@H](C=O)CC
E_HOMO (eV): -8.25
LUMO level (Ha): 0.000
Net charge: 0

Positions of all 15 atoms, in Å:
H -0.9857 -1.6773 -2.9240
P -0.0218 -1.0898 -2.1471
N -0.8979 -0.2220 -1.1950
C -0.4084 0.8546 -0.2623
C 0.8056 1.4269 -0.8024
O 1.5324 0.9088 -1.5897
C -0.2793 0.3153 1.1466
C 0.1012 -1.1749 1.3025
H -1.0822 1.7304 -0.3996
H 1.1304 2.3555 -0.3593
H 0.6875 0.9011 1.5312
H -1.1739 0.3511 1.7986
H -0.4735 -1.7591 0.6290
H -0.0394 -1.5239 2.2754
H 1.1050 -1.3965 0.9962

How is the electron density shared among the atoms? According to natural (NBO), the charges in e are:
1. H -0.139
2. P 0.871
3. N -0.879
4. C -0.193
5. C 0.433
6. O -0.510
7. C -0.391
8. C -0.608
9. H 0.228
10. H 0.116
11. H 0.204
12. H 0.233
13. H 0.217
14. H 0.213
15. H 0.205


Arrangement two

Entry from the Open Molecules 2025 dataset: a molecular structure, C4H8NOP (ωB97M-V with the def2-TZVPD basis set).

Values from the calculation:
E_HOMO (eV): -8.06
LUMO level (Ha): 0.019
Net charge: 0

Positions of all 15 atoms, in Å:
C 1.4938 -0.0253 0.0487
C 0.7049 -1.3525 0.4541
C -0.5753 1.5761 -0.1136
C -0.5090 -1.7741 -0.3796
N 0.7925 1.2127 -0.2509
O 2.6976 0.0473 -0.1081
P -1.3412 -0.2146 -0.1909
H 1.4538 -2.1199 0.5247
H 0.3733 -1.1181 1.5709
H -0.9063 2.2057 -0.9681
H -1.0831 1.8191 0.9445
H -0.2703 -1.6457 -1.5158
H 1.5322 1.9536 -0.4580
H -1.7220 -0.4196 1.0597
H -2.6409 -0.1448 -0.6177

How is the electron density shared among the atoms? According to natural (NBO), the charges in e are:
1. C 0.681
2. C -0.554
3. C -0.463
4. C -0.743
5. N -0.699
6. O -0.597
7. P 0.933
8. H 0.252
9. H 0.208
10. H 0.234
11. H 0.207
12. H 0.180
13. H 0.416
14. H -0.053
15. H -0.002


On energetic grounds, arrangement one is preferred over the next structure by 29.9 kcal/mol.


Arrangement one

Entry from the Open Molecules 2025 dataset: 2 unconnected molecules or ions with the total composition C11H14N2O (ωB97M-V with the def2-TZVPD basis set).

Values from the calculation:
SMILES: Cc1c[nH]c2ccccc12.CC(N)=O
E_HOMO (eV): -8.17
LUMO level (Ha): 0.023
Net charge: 0

Positions of all 28 atoms, in Å:
C 2.9179 0.1399 -1.2581
C 1.4924 0.5975 -1.3496
C 0.5850 0.1802 -2.2967
N -0.6837 0.5199 -1.8036
C -0.5778 1.1584 -0.5868
C -1.5886 1.6380 0.2616
C -1.1913 2.2249 1.4499
C 0.1888 2.1864 1.7601
C 1.2242 1.6856 0.9953
C 0.8048 1.1378 -0.2231
H 3.1640 -0.6042 -2.0166
H 3.1310 -0.2258 -0.2687
H 3.6230 0.9585 -1.4628
H 0.7646 -0.2891 -3.2511
H -1.5541 0.1154 -2.0990
H -2.6267 1.7717 -0.0972
H -1.9097 2.7989 2.0157
H 0.4289 2.3233 2.8138
H 2.2260 1.5880 1.3783
C -1.6236 -2.9303 -0.0050
C -0.6797 -2.3537 1.0121
N -0.9720 -1.0495 1.3892
O 0.2937 -2.9426 1.4099
H -1.9502 -3.7692 0.6132
H -1.1006 -3.4657 -0.8036
H -2.4066 -2.3699 -0.5077
H -0.3949 -0.5847 2.0709
H -1.5846 -0.4398 0.8596

How is the electron density shared among the atoms? According to natural (NBO), the charges in e are:
1. C -0.625
2. C -0.081
3. C -0.030
4. N -0.537
5. C 0.147
6. C -0.285
7. C -0.218
8. C -0.249
9. C -0.183
10. C -0.088
11. H 0.218
12. H 0.222
13. H 0.211
14. H 0.221
15. H 0.407
16. H 0.223
17. H 0.224
18. H 0.208
19. H 0.225
20. C -0.738
21. C 0.682
22. N -0.841
23. O -0.616
24. H 0.249
25. H 0.239
26. H 0.214
27. H 0.402
28. H 0.401


Arrangement two

Entry from the Open Molecules 2025 dataset: 2 unconnected molecules or ions with the total composition C11H14N2O (ωB97M-V with the def2-TZVPD basis set).

Values from the calculation:
SMILES: Cc1ccc(O)cc1.Cc1c[nH]cn1
E_HOMO (eV): -8.16
LUMO level (Ha): 0.024
Net charge: 0

Positions of all 28 atoms, in Å:
C -1.9655 0.5903 1.3128
C -1.0817 1.5328 0.5017
C -0.9899 1.1528 -0.9275
C -0.0081 1.6953 -1.7753
C 0.8344 2.6626 -1.2066
O 1.8272 3.2233 -1.9122
C 0.7054 3.0406 0.0774
C -0.2155 2.4845 0.9703
H -2.9841 0.8274 0.9793
H -2.0943 0.8573 2.3398
H -1.8165 -0.4821 1.0593
H -1.7238 0.5554 -1.4472
H 0.1345 1.2222 -2.7384
H 1.9197 3.1106 -2.8592
H 1.2224 3.8581 0.5004
H -0.0974 2.6963 2.0729
C 0.5062 -2.2360 2.1985
C 0.6181 -2.4090 0.7012
C 1.2198 -1.7169 -0.3087
N 0.6874 -2.1723 -1.5447
C -0.1750 -3.2017 -1.1992
N -0.4217 -3.2744 0.0320
H 0.3396 -1.2499 2.6490
H 1.4366 -2.6426 2.5447
H -0.3076 -2.9385 2.4973
H 2.1747 -1.1301 -0.0895
H 0.9933 -2.2621 -2.4495
H -0.7384 -3.7937 -1.9785

How is the electron density shared among the atoms? According to natural (NBO), the charges in e are:
1. C -0.646
2. C -0.043
3. C -0.171
4. C -0.288
5. C 0.297
6. O -0.692
7. C -0.283
8. C -0.197
9. H 0.216
10. H 0.219
11. H 0.236
12. H 0.210
13. H 0.213
14. H 0.492
15. H 0.220
16. H 0.216
17. C -0.659
18. C 0.087
19. C -0.104
20. N -0.564
21. C 0.192
22. N -0.473
23. H 0.229
24. H 0.221
25. H 0.242
26. H 0.234
27. H 0.405
28. H 0.192


Arrangement three

Entry from the Open Molecules 2025 dataset: 2 unconnected molecules or ions with the total composition C11H14N2O (ωB97M-V with the def2-TZVPD basis set).

Values from the calculation:
SMILES: Cc1ccc(O)cc1.Cc1c[nH]cn1
E_HOMO (eV): -8.46
LUMO level (Ha): 0.023
Net charge: 0

Positions of all 28 atoms, in Å:
C -0.1971 -3.6036 -0.4655
C 0.5307 -2.3914 -0.9911
C -0.0049 -1.5895 -1.9823
C 0.6950 -0.4802 -2.4458
C 1.9771 -0.2325 -1.9946
O 2.7565 0.7816 -2.4932
C 2.5040 -0.9935 -0.9662
C 1.7686 -2.0539 -0.4445
H -0.9390 -3.3230 0.2861
H 0.4809 -4.3246 -0.0108
H -0.7849 -4.1145 -1.2301
H -1.0368 -1.7469 -2.2744
H 0.2544 0.2491 -3.1201
H 2.5569 0.9123 -3.4396
H 3.5099 -0.8439 -0.5979
H 2.1881 -2.5545 0.4126
C -2.8473 2.8058 2.8329
C -1.7088 2.2448 2.0525
C -0.7550 2.9067 1.3534
N 0.0468 1.9326 0.8120
C -0.4137 0.7474 1.2462
N -1.5065 0.8847 1.9392
H -2.9772 3.8813 2.6921
H -2.6941 2.6480 3.8976
H -3.7942 2.3306 2.5633
H -0.5324 3.9389 1.1561
H 0.8805 2.1528 0.2963
H 0.0427 -0.1645 0.9157

How is the electron density shared among the atoms? According to natural (NBO), the charges in e are:
1. C -0.629
2. C -0.047
3. C -0.183
4. C -0.284
5. C 0.280
6. O -0.685
7. C -0.266
8. C -0.195
9. H 0.223
10. H 0.217
11. H 0.218
12. H 0.216
13. H 0.214
14. H 0.483
15. H 0.225
16. H 0.215
17. C -0.630
18. C 0.089
19. C -0.127
20. N -0.520
21. C 0.174
22. N -0.467
23. H 0.212
24. H 0.219
25. H 0.223
26. H 0.211
27. H 0.418
28. H 0.200


On energetic grounds, arrangement three is preferred over the next structure by 1.5 kcal/mol.


Arrangement one

Entry from the Open Molecules 2025 dataset: a single CH5O2P molecule (ωB97M-V with the def2-TZVPD basis set).

Values from the calculation:
SMILES: OCPO
E_HOMO (eV): -9.08
LUMO level (Ha): 0.027
Net charge: 0

Positions of all 9 atoms, in Å:
O 0.0942 -0.2061 1.4327
C -0.2505 0.5122 0.3168
P -0.7187 -0.4919 -1.1966
O 0.7270 -1.1732 -1.5364
H 0.5825 -0.9727 1.0661
H 0.7110 1.2666 0.0834
H -1.1489 1.0174 0.5344
H -1.0741 -1.7042 -0.4263
H 1.2794 -0.5009 -1.7482

How is the electron density shared among the atoms? According to natural (NBO), the charges in e are:
1. O -0.704
2. C -0.368
3. P 0.818
4. O -0.973
5. H 0.469
6. H 0.163
7. H 0.193
8. H -0.069
9. H 0.472


Arrangement two

Entry from the Open Molecules 2025 dataset: a molecular structure, CH5O2P (ωB97M-V with the def2-TZVPD basis set).

Values from the calculation:
E_HOMO (eV): -8.63
LUMO level (Ha): -0.009
Net charge: 0

Positions of all 9 atoms, in Å:
C -0.0070 1.4254 -0.9031
O -1.3264 -0.6943 0.5918
O 0.6798 -1.9099 -0.1301
P 0.2857 -0.4720 0.4301
H 0.8618 1.6469 -1.3105
H -0.2129 1.9757 0.0222
H -1.6008 0.2211 0.3046
H -0.0867 -2.4206 -0.3992
H 0.3309 -0.8129 1.8236

How is the electron density shared among the atoms? According to natural (NBO), the charges in e are:
1. C -0.642
2. O -1.000
3. O -1.003
4. P 1.451
5. H 0.117
6. H 0.128
7. H 0.510
8. H 0.519
9. H -0.082


On energetic grounds, arrangement one is preferred over the next structure by 53.7 kcal/mol.


Arrangement one

Entry from the Open Molecules 2025 dataset: a molecular structure, C6H11N2S (ωB97M-V with the def2-TZVPD basis set).

Values from the calculation:
E_HOMO (eV): -12.13
LUMO level (Ha): -0.130
Net charge: +1

Positions of all 20 atoms, in Å:
C 0.3373 2.2313 -0.2397
C -1.0456 1.8553 -0.1496
C 1.3347 1.3494 -0.4627
C -1.4163 0.5881 0.0003
C -0.0645 -0.8717 -0.1620
C 0.2767 -1.3241 1.2834
N -0.2936 -1.9044 -1.0515
N 1.1630 -0.0858 -0.6214
S -3.0274 -0.0552 -0.0178
H 0.3913 3.2675 0.1255
H -1.7946 2.5355 -0.1631
H 2.3442 1.6379 -0.5881
H 1.1944 -1.9369 1.2036
H -0.4891 -1.9384 1.7952
H 0.5443 -0.4613 1.9162
H -0.9521 -1.7487 -1.8780
H -0.7102 -2.6785 -0.3470
H 1.5963 -0.3552 -1.4781
H 1.8867 -0.6314 -0.0731
H -3.7835 1.1262 0.3300

How is the electron density shared among the atoms? According to natural (NBO), the charges in e are:
1. C -0.141
2. C -0.359
3. C -0.098
4. C -0.094
5. C 0.351
6. C -0.675
7. N -0.855
8. N -0.569
9. S 0.066
10. H 0.266
11. H 0.232
12. H 0.232
13. H 0.216
14. H 0.267
15. H 0.254
16. H 0.427
17. H 0.412
18. H 0.447
19. H 0.440
20. H 0.182


Arrangement two

Entry from the Open Molecules 2025 dataset: a gas-phase ion, C6H11N2S (charge +1) (ωB97M-V with the def2-TZVPD basis set).

Values from the calculation:
E_HOMO (alpha / beta) (eV): -10.89 / -10.89
LUMO level (alpha / beta) (Ha): -0.184 / -0.184
Net charge: +1

Positions of all 20 atoms, in Å:
C -0.7640 -0.0419 0.9947
C 0.3879 0.5191 3.1690
C 1.2683 0.5477 0.0012
C 2.3032 0.2666 -0.9571
C -2.0155 -0.6420 -1.3619
C -0.4761 -0.5042 -1.3405
N 0.0301 0.1204 -0.0967
N -0.5522 0.3055 2.3066
S 1.4505 0.8716 4.2543
H -1.8779 -0.1841 0.7364
H 1.6298 0.7476 1.0090
H 2.3438 1.1708 -1.6555
H 2.0692 -0.5995 -1.5584
H 3.3066 0.2701 -0.5674
H -2.3419 -1.5060 -0.7551
H -2.3040 0.3724 -0.9768
H -2.6012 -0.7369 -2.3152
H -0.0238 -1.5563 -1.3597
H -0.3185 0.1028 -2.2079
H -1.5143 0.4762 2.6810

How is the electron density shared among the atoms? According to natural (NBO), the charges in e are:
1. C -0.068
2. C 0.098
3. C 0.075
4. C -0.690
5. C -0.645
6. C -0.234
7. N -0.242
8. N -0.542
9. S 0.400
10. H 0.231
11. H 0.192
12. H 0.254
13. H 0.239
14. H 0.259
15. H 0.228
16. H 0.216
17. H 0.266
18. H 0.236
19. H 0.243
20. H 0.481


On energetic grounds, arrangement one is preferred over the next structure by 23.8 kcal/mol.


Arrangement one

Entry from the Open Molecules 2025 dataset: 2 unconnected molecules or ions with the total composition C2H7N2O (ωB97M-V with the def2-TZVPD basis set).

Values from the calculation:
E_HOMO (alpha / beta) (eV): -1.56 / -3.15
LUMO level (alpha / beta) (Ha): 0.159 / 0.162
Net charge: -1

Positions of all 12 atoms, in Å:
C -0.9772 -1.3369 -0.5168
C 0.1502 -0.6089 0.3459
N 1.1529 2.3144 0.2983
N 1.3310 -0.2364 -0.4773
O 2.4588 -0.7342 -0.0404
H -0.9503 -2.4504 -0.3639
H -1.9832 -0.9150 -0.2072
H -0.6889 -0.9553 -1.5003
H -0.2254 0.2909 0.8337
H 0.3374 -1.4212 0.9998
H 1.2333 1.9690 1.2692
H 2.0582 2.1114 -0.1640

How is the electron density shared among the atoms? According to natural (NBO), the charges in e are:
1. C -0.638
2. C -0.306
3. N -1.014
4. N -0.072
5. O -0.534
6. H 0.187
7. H 0.188
8. H 0.222
9. H 0.208
10. H 0.162
11. H 0.283
12. H 0.313


Arrangement two

Entry from the Open Molecules 2025 dataset: 2 unconnected molecules or ions with the total composition C2H7N2O (ωB97M-V with the def2-TZVPD basis set).

Values from the calculation:
E_HOMO (eV): -1.70
LUMO level (Ha): 0.160
Net charge: -1

Positions of all 12 atoms, in Å:
C 0.4797 1.0127 -1.5474
O -0.1527 1.7806 -0.5395
H 0.0867 1.1499 -2.5678
H 0.3966 -0.0887 -1.4030
H 1.5345 1.2009 -1.6174
N -0.2475 -1.6771 0.5384
C -0.3660 -0.4383 1.1810
N -0.3990 -0.3644 2.4385
H -0.5480 -1.6358 -0.4523
H -0.4783 -2.5152 1.0661
H -0.1956 1.0432 0.1281
H -0.1105 0.5323 2.7751

How is the electron density shared among the atoms? According to natural (NBO), the charges in e are:
1. C -0.253
2. O -0.822
3. H 0.133
4. H 0.159
5. H 0.137
6. N -0.909
7. C 0.031
8. N -0.914
9. H 0.356
10. H 0.316
11. H 0.445
12. H 0.321


On energetic grounds, arrangement two is preferred over the next structure by 65.5 kcal/mol.